The following is a DFT calculation (ωB97M-V/def2-TZVPD) of 2 unconnected molecules or ions with the total composition C21H35ClN4O2PS in a non-equilibrium geometry.

The geometry in ORCA input format:
```
! wB97M-V def2-TZVPD RIJCOSX def2/J DEFGRID3
* xyz 1 1
C 1.08501 5.58944 2.17386
C -0.14045 5.27902 1.28321
P 0.08634 4.11202 -0.10854
C 1.62594 4.65173 -0.96805
C 2.08612 3.56063 -1.93327
C 0.67354 2.55152 0.71843
N 1.80646 2.55754 1.40237
N 2.39658 1.53725 2.00338
C 1.75164 0.39768 1.90934
C 2.42340 -0.75042 2.56336
C 1.90826 -1.35585 3.71424
C 2.64368 -2.40329 4.25888
C 3.83398 -2.81552 3.66275
N 4.32388 -2.24407 2.56184
C 3.63048 -1.23343 2.05199
C 0.51214 0.23713 1.23947
C -0.13212 -1.11016 1.21146
C 0.54497 -2.06638 0.20478
C 0.17375 -3.52483 0.50314
Cl -1.00946 -4.14580 -0.68075
C -0.04598 1.35067 0.60494
C -1.31708 1.27614 -0.17695
C -2.51917 1.74863 0.62477
O -2.58463 1.03825 1.87005
C -3.86846 1.56797 -0.12529
N -3.89025 0.84766 -1.38268
H 2.03497 5.36441 1.69408
H 1.05305 5.03790 3.10957
H 1.10422 6.64120 2.43686
H -0.50004 6.20750 0.85017
H -0.94303 4.92188 1.92353
H 1.37532 5.56188 -1.50229
H 2.41584 4.86854 -0.24930
H 2.33602 2.63381 -1.42023
H 1.29435 3.33252 -2.64093
H 2.97575 3.87815 -2.46405
H 2.30649 3.43327 1.48662
H 0.98957 -1.01980 4.16920
H 2.29248 -2.90680 5.14647
H 4.40646 -3.62136 4.09251
H 4.03935 -0.76025 1.16766
H -0.20452 -1.54482 2.20063
H -1.15550 -0.97782 0.88985
H 1.62055 -1.94190 0.17183
H 0.10700 -1.84285 -0.76233
H -0.27437 -3.64966 1.48010
H 1.04847 -4.15782 0.42523
H -1.21729 1.92370 -1.04554
H -1.45552 0.27454 -0.55874
H -2.39110 2.81281 0.82958
H -2.26484 1.61462 2.56623
H -4.54000 1.05852 0.55910
H -4.28291 2.55431 -0.31054
H -3.54928 -0.09762 -1.31221
H -3.44313 1.34137 -2.13855
C -2.75680 -4.84916 -4.23084
S -1.15987 -5.35895 -4.88285
O -0.86792 -4.48394 -6.04502
C -1.72279 -6.93600 -5.53336
H -2.64082 -3.85206 -3.81105
H -3.49000 -4.82714 -5.03692
H -3.06782 -5.54263 -3.44903
H -2.52591 -6.76848 -6.25074
H -2.06613 -7.56527 -4.71223
H -0.87886 -7.41009 -6.02921
*
```

The gap between HOMO and LUMO comes out at 0.219 Eh.